Computed, not measured: C17H40AlBrO11PS2 as an isolated structure in a non-equilibrium geometry, with ωB97M-V/def2-TZVPD.

Geometry (Å):
C1 2.4812 -0.1241 -0.3497
O1 2.2599 1.1928 -0.8815
C2 2.4354 1.2405 -2.2864
C3 1.1112 1.2481 -3.1009
C4 0.7108 2.6792 -3.5542
C5 -0.3367 3.4213 -2.6611
C6 -0.3607 3.0307 -1.1814
C7 -1.6502 3.6229 -0.5229
C8 -2.9806 3.0968 -1.1490
Al1 -3.0844 1.0966 -1.5128
C9 -4.7469 0.3179 -0.5750
C10 -4.4056 -0.7701 0.3655
O2 -3.9192 -0.5954 1.4072
Br1 -4.7959 -2.6767 -0.0952
C11 -3.3010 0.7859 -3.5476
P1 -2.7744 -0.8727 -4.0453
O3 -3.4615 -1.3469 -5.2592
O4 -3.0100 -1.8976 -2.8187
O5 -1.1653 -0.8663 -4.3617
H1 1.6480 -0.3330 0.3317
H2 2.4440 -0.8905 -1.1344
H3 3.4453 -0.2075 0.1670
H4 2.9662 2.1809 -2.5041
H5 3.0729 0.4271 -2.6664
H6 0.2961 0.7195 -2.5923
H7 1.3168 0.6712 -4.0175
H8 0.2386 2.5661 -4.5463
H9 1.6147 3.2745 -3.7462
H10 -0.0652 4.4909 -2.6912
H11 -1.3087 3.3421 -3.1552
H12 0.4795 3.4527 -0.6101
H13 -0.3955 1.9542 -0.9942
H14 -1.6667 3.4696 0.5647
H15 -1.5959 4.7112 -0.7203
H16 -3.1305 3.5991 -2.1222
H17 -3.8133 3.4472 -0.5143
H18 -1.8147 0.2557 -1.0084
H19 -5.4904 -0.0320 -1.3037
H20 -5.1928 1.1251 0.0217
H21 -4.3282 0.9709 -3.8809
H22 -2.6496 1.4603 -4.1307
H23 -2.3680 -2.6227 -2.9029
H24 -0.9978 -0.0807 -4.9040
O6 -0.3773 -4.5106 -0.1896
S1 0.3943 -4.0441 0.9202
O7 1.5883 -3.2808 0.7275
O8 0.7197 -5.2875 1.8794
C12 1.3895 -6.4195 1.3075
C13 2.8547 -6.1430 1.0247
C14 -0.6471 -3.1570 2.0285
H25 0.8677 -6.7489 0.4062
H26 1.3085 -7.2239 2.0385
H27 2.9712 -5.3800 0.2560
H28 3.3550 -7.0485 0.6775
H29 3.3561 -5.7782 1.9219
H30 -1.5483 -3.7357 2.2150
H31 -0.9015 -2.2105 1.5525
H32 -0.1002 -2.9742 2.9506
O9 3.2636 0.5682 2.8578
S2 2.5795 1.7485 3.2914
O10 3.3000 2.9034 3.7393
O11 1.5127 1.3378 4.4142
C15 1.9870 0.6369 5.5718
C16 2.7610 1.5367 6.5176
C17 1.4352 2.2573 2.0521
H33 2.5839 -0.2267 5.2697
H34 1.1024 0.2546 6.0807
H35 3.6820 1.8935 6.0580
H36 3.0271 0.9968 7.4278
H37 2.1695 2.4141 6.7815
H38 0.8539 1.3992 1.7247
H39 2.0091 2.6581 1.2188
H40 0.7917 3.0292 2.4684

- charge = -1
- LUMO energy (eV) = 2.2
- HOMO level (Ha) = -0.20730
- energy (Eh) = -5453.70271
- orbital gap (eV) = 7.85